No. 1
Below is a structure of composition C22H24BF4N5OS3Tl in a non-equilibrium geometry, with properties calculated with wB97M-V/def2-TZVPD.

The geometry in XYZ format:
```
61
Properties=species:S:1:pos:R:3:nbo_charge:R:1
C 4.46 -2.11 1.35 -0.20
C -3.41 3.94 -1.28 -0.41
S 1.19 4.31 2.27 0.37
H 5.38 -4.03 1.15 0.24
N 2.01 1.92 1.93 -0.27
H 4.23 0.50 1.75 0.22
C 0.99 2.59 2.42 -0.14
O -1.58 1.37 0.53 -1.03
H -4.88 -2.73 -2.29 0.24
H 2.51 -1.33 -0.85 0.24
C -4.32 -1.56 -0.58 -0.24
Tl -0.03 -0.48 1.23 1.29
H 0.06 6.00 3.44 0.25
H 1.21 -3.91 2.09 0.20
C -1.04 3.48 -1.03 -0.58
C -3.26 -1.20 0.24 0.07
N 0.56 -1.95 -0.82 -0.46
C 3.27 0.01 1.71 0.06
C 3.26 -1.44 1.62 0.14
F 1.43 0.24 -2.77 -0.55
H -2.57 -3.52 -2.68 0.24
C 3.30 -4.17 1.66 -0.23
N 2.19 0.69 1.80 -0.13
F 1.59 2.41 -2.13 -0.54
H -4.28 4.50 -0.95 0.23
H -0.16 3.51 -0.40 0.27
C 1.35 -4.21 -2.16 -0.14
F 3.00 0.85 -1.24 -0.56
H 3.32 -3.35 -2.02 0.24
F 0.82 0.86 -0.67 -0.61
H -5.32 -1.18 -0.39 0.24
H -3.80 2.39 0.20 0.24
N -2.04 -1.64 0.02 -0.46
C -0.36 -2.82 -1.23 0.16
H -3.37 -0.53 1.08 0.22
C 4.47 -3.49 1.36 -0.14
C 2.27 -3.25 -1.79 -0.22
H 5.35 -1.54 1.14 0.24
H -1.08 4.71 2.98 0.23
H -0.72 3.59 -2.06 0.25
S -1.78 1.80 -0.90 1.25
C 2.15 -3.42 1.87 0.06
C -2.12 4.48 -0.66 -0.41
H -1.89 5.48 -1.02 0.24
H 0.02 4.49 4.37 0.24
C -0.10 4.93 3.38 -0.75
H -0.74 -4.71 -2.19 0.23
H -4.15 1.88 -1.47 0.23
C -1.77 -2.45 -0.99 0.18
H 1.65 -5.12 -2.65 0.23
H 3.28 -5.25 1.73 0.24
C 1.83 -2.12 -1.12 0.08
H -2.23 4.52 0.43 0.21
C 0.00 -3.98 -1.90 -0.22
B 1.76 1.11 -1.78 1.34
S -0.35 1.84 3.13 0.03
N 2.13 -2.10 1.84 -0.45
C -4.08 -2.42 -1.63 -0.13
C -2.79 -2.87 -1.85 -0.21
H -3.36 4.00 -2.37 0.21
C -3.50 2.49 -0.84 -0.58
```

The calculation puts the HOMO energy (alpha / beta) at -11.03 / -11.05 eV. The charge is +1. The LUMO energy (alpha / beta) is -5.49 / -5.49 eV. The calculation puts the HOMO-LUMO gap (alpha / beta) at 5.54 / 5.56 eV.

No. 2
Below is a structure of composition C22H24BIKN6O2S2 in a non-equilibrium geometry, with properties calculated with wB97M-V/def2-TZVPD.

The geometry in XYZ format:
```
59
Properties=species:S:1:pos:R:3:nbo_charge:R:1
H 2.71 -1.00 6.41 0.17
C -3.64 -1.27 4.30 -0.20
C 0.33 -0.94 -3.20 0.29
H -1.70 -0.64 4.90 0.21
C 4.10 -3.00 1.01 -0.09
C -1.89 -1.18 -4.30 -0.39
C 3.88 -0.37 4.28 -0.08
N 1.22 -1.81 -2.67 -0.53
C 4.13 -2.42 -0.21 -0.07
C 2.53 -0.52 4.35 -0.06
C 1.72 -0.03 3.29 -0.25
H 3.49 -1.89 -2.79 -0.05
S 0.40 0.77 -3.37 -0.44
C -0.42 -3.04 -3.49 -0.10
C 1.98 -2.73 0.31 0.27
H 1.69 -4.73 2.24 0.22
O 1.74 1.36 1.36 -0.77
N -0.64 0.10 2.53 -0.48
H 2.72 -0.32 -1.85 -0.06
H 4.51 -0.70 5.11 0.17
H 3.11 -4.11 3.12 0.19
H 4.95 -2.09 -0.81 0.23
H -5.54 -1.79 3.42 0.21
C 1.97 -1.12 5.61 -0.09
H 1.32 -3.95 -2.50 0.23
H 1.59 -3.16 3.04 0.24
C 4.50 1.27 1.06 -0.65
C -2.37 -0.77 4.06 -0.27
N 2.82 -2.25 -0.65 -0.53
I -2.47 0.16 -0.17 0.17
C 3.81 0.68 2.25 0.17
C 2.34 0.72 2.26 0.39
N -0.70 -1.70 -3.67 -0.37
H 1.06 -0.60 5.93 0.18
H 4.21 2.32 0.92 0.22
C -4.54 -1.41 3.25 -0.24
H -2.51 -0.65 -3.58 0.21
H 2.31 -2.94 5.05 0.46
C 0.29 -0.37 3.29 0.16
C 0.77 -3.10 -2.87 -0.03
H -4.84 -1.10 1.15 0.22
H -1.11 -3.81 -3.77 0.21
O 1.59 -2.50 5.51 -0.73
H 4.89 -3.26 1.69 0.22
H 4.21 0.75 0.14 0.22
H 0.06 -1.16 4.01 0.16
B 2.62 -1.50 -2.04 0.20
C -4.15 -1.02 1.97 -0.23
C -1.93 -0.42 2.78 0.21
N 2.77 -3.19 1.32 -0.38
C -2.87 -0.51 1.75 -0.20
C 2.25 -3.83 2.50 -0.40
K 0.93 0.29 -0.39 0.89
H -3.94 -1.52 5.31 0.20
H -2.45 -2.02 -4.70 0.20
N 4.53 0.17 3.21 -0.43
H -1.63 -0.48 -5.10 0.22
H 5.58 1.19 1.20 0.21
S 0.26 -2.76 0.38 -0.42
```

Its energy above the lowest of the compared OMol25 structures with the same formula, charge and spin is 23.9 kJ/mol. The calculation puts the HOMO energy at -4.52 eV. The charge is -1. The LUMO energy is 2.36 eV. The calculation puts the HOMO-LUMO gap at 6.89 eV.

No. 3
Below is a structure of composition C22H24Br50F3N4 in a non-equilibrium geometry, with properties calculated with wB97M-V/def2-TZVPD.

The geometry in XYZ format:
```
103
Properties=species:S:1:pos:R:3:lowdin_charge:R:1
Br 9.90 -0.66 -1.35 0.62
H -0.85 -0.20 -0.27 0.11
Br 2.84 6.87 9.55 0.59
Br 3.50 4.28 -0.26 0.61
F -1.15 -2.19 2.01 0.00
Br 5.46 3.13 -2.50 0.60
C -2.76 -2.05 0.23 -0.86
H -4.89 9.13 -0.23 -0.03
N 2.97 -1.26 -0.16 0.05
Br -1.37 -0.29 5.82 0.56
Br 5.61 -0.29 3.82 0.67
Br 1.03 -11.68 -8.12 0.57
Br -1.08 4.49 0.94 0.54
H 2.99 3.24 -2.44 -0.02
Br 6.90 -0.39 -0.33 0.54
Br -2.73 -3.12 5.33 0.59
Br -0.98 -6.99 -2.35 0.54
Br 13.61 1.97 0.16 0.58
C 0.20 0.12 1.64 -0.08
Br -2.44 -7.91 0.32 0.59
H 1.24 -0.38 -0.99 0.15
C 2.81 -8.04 -4.16 -1.63
Br -7.74 0.10 -9.08 0.54
H -0.59 -2.22 4.48 -0.06
H -7.00 0.65 -11.37 -0.03
Br -7.78 1.94 -6.03 0.56
Br -7.15 3.81 -0.30 0.58
Br 3.11 -1.61 5.31 0.58
H -7.86 1.86 -1.65 -0.06
Br 1.02 -8.14 -4.87 0.57
Br 3.44 -6.22 -4.10 0.56
H 11.45 3.15 0.06 -0.07
C 3.31 -1.46 1.12 -0.39
Br 0.37 7.47 2.94 0.56
C 3.02 8.08 8.07 -1.63
H -0.11 -10.36 -6.38 -0.11
C 12.19 3.07 0.84 -1.67
N 2.37 -0.96 1.91 0.21
Br -3.41 9.16 1.74 0.57
Br -4.84 -0.02 -10.38 0.56
Br -3.11 -0.51 2.64 0.72
Br -6.14 0.61 -3.64 0.57
C -6.56 0.84 -10.40 -1.64
H 4.47 -3.09 1.53 0.12
H -3.52 4.50 1.28 -0.10
H 3.51 -1.54 -0.97 0.16
Br 8.61 2.21 -0.99 0.58
Br -4.60 6.70 0.07 0.59
Br -0.45 -12.61 -5.46 0.57
H 5.20 -1.60 1.98 -0.06
C -7.42 1.94 -0.66 -1.62
Br -7.88 -3.09 1.55 0.56
C 8.30 0.37 -1.43 -1.63
Br 11.33 2.25 2.35 0.55
Br 2.92 -8.88 -2.44 0.59
Br -5.22 -4.76 2.13 0.56
C -1.07 -2.16 5.45 -1.65
H 1.59 6.87 5.00 -0.13
C -1.07 -0.11 0.79 -0.17
H 7.94 0.34 -2.45 -0.03
Br -8.07 -6.09 2.59 0.60
Br -2.06 -11.05 -7.71 0.58
H -1.66 0.79 0.88 0.05
C -7.06 -4.83 1.56 -1.63
Br 1.33 8.42 7.23 0.62
Br -4.05 -6.30 -1.91 0.58
H -5.76 2.72 -4.86 -0.03
Br -8.63 1.13 0.58 0.61
Br -4.74 1.14 -6.46 0.57
Br 12.79 4.85 1.24 0.58
C -6.07 1.74 -5.20 -1.60
C -0.36 -11.29 -6.85 -1.68
Br 0.55 4.69 4.49 0.54
Br 2.88 1.32 4.07 0.60
Br -2.89 2.60 2.73 0.58
H 3.45 -8.58 -4.83 -0.03
N 1.77 -0.65 -0.18 0.02
Br 0.14 -2.97 6.70 0.58
C 3.73 3.02 -1.69 -1.58
H 0.06 -0.36 2.61 0.11
H 4.36 0.45 5.82 -0.03
C -1.89 -1.27 1.34 -0.73
Br -2.86 5.76 3.28 0.55
H 0.33 1.18 1.80 0.13
C 4.03 0.02 4.89 -1.57
Br -6.40 2.75 -10.20 0.57
C 1.43 -0.49 1.10 -0.28
C 1.45 6.34 4.06 -1.62
C -4.02 8.54 0.03 -1.62
Br -2.71 8.83 -1.34 0.59
F -2.28 -1.87 -1.00 0.06
H -2.07 -5.65 -0.59 -0.06
C -2.35 -6.58 -1.06 -1.65
N 4.43 -2.09 1.55 0.12
Br 3.40 1.22 -1.06 0.76
F -2.64 -3.36 0.51 0.01
H -7.05 -5.18 0.54 -0.03
C -2.70 4.37 1.98 -1.61
Br -5.74 0.98 -0.72 0.45
Br 3.19 6.03 3.32 0.55
H 3.37 9.02 8.47 -0.03
Br -4.64 -1.61 0.32 0.69
Br 4.35 7.47 6.82 0.58
```

The calculation puts the HOMO energy at -11.28 eV. The charge is +1. The LUMO energy is -3.00 eV. The calculation puts the HOMO-LUMO gap at 8.28 eV.

No. 4
Below is an isolated molecule of C22H24BrN3O4 in a non-equilibrium geometry, with properties calculated with wB97M-V/def2-TZVPD.

The geometry in XYZ format:
```
54
Properties=species:S:1:pos:R:3:nbo_charge:R:1
C -5.28 -1.35 -1.31 -0.18
H -5.31 0.79 1.35 0.27
H 6.54 1.43 -0.63 0.20
H 7.55 -0.98 2.55 0.21
C 7.09 -0.99 1.55 -0.20
H -3.65 -1.43 -2.69 0.24
N -3.81 0.63 -0.05 -0.38
C 3.98 0.77 0.02 0.71
H 8.42 0.52 0.77 0.20
C -1.40 1.30 -1.08 0.26
O 0.97 0.36 0.40 -0.60
C 6.68 -2.42 1.20 -0.40
H -1.24 2.74 0.50 0.24
C -0.07 1.58 -1.71 -0.11
C 7.47 -0.51 -0.87 -0.22
C 2.35 2.26 0.98 -0.31
H 5.78 0.41 -1.86 0.23
H 5.73 -3.45 -0.44 0.21
C 6.24 0.40 -0.87 -0.40
H 6.17 0.93 1.82 0.21
H 5.15 -0.45 2.30 0.21
C 5.22 -0.09 0.16 -0.13
C 5.86 -0.08 1.55 -0.41
H 4.07 -1.89 0.53 0.21
C -3.09 1.67 0.64 0.64
H 2.55 3.21 0.48 0.22
H 8.19 -0.14 -1.61 0.21
H 0.36 0.64 -2.06 0.23
O 0.84 2.23 -0.84 -0.50
C 1.34 1.47 0.14 0.82
H 1.93 2.42 1.97 0.23
C -1.84 1.97 0.03 -0.40
C -5.01 0.26 0.46 0.03
O 3.37 0.86 -1.03 -0.64
C 4.81 -1.53 -0.19 -0.40
H -5.88 -2.12 -1.78 0.24
H 4.34 -1.53 -1.18 0.23
C -3.29 0.03 -1.18 0.41
O -3.59 2.18 1.62 -0.61
H -0.20 2.26 -2.56 0.22
C 6.04 -2.43 -0.19 -0.22
H 8.99 -1.13 0.53 0.21
Br -7.43 -1.20 0.59 0.09
H 3.97 1.34 2.00 0.41
H 7.92 -2.59 -1.23 0.20
H 6.60 -1.95 -2.22 0.21
C 8.11 -0.49 0.52 -0.40
H 5.96 -2.79 1.94 0.20
C -4.07 -0.98 -1.81 -0.21
H 7.55 -3.08 1.22 0.21
C 7.05 -1.93 -1.22 -0.40
C -5.75 -0.71 -0.14 -0.15
N -2.13 0.35 -1.69 -0.51
N 3.56 1.47 1.10 -0.61
```

The calculation puts the HOMO energy at -8.37 eV. The LUMO energy is -0.06 eV. The calculation puts the HOMO-LUMO gap at 8.31 eV. Its SMILES is O=C(CNC(=O)[C@]12C[C@H]3C[C@H](C[C@H](C3)C1)C2)OCc1cc(=O)n2cc(Br)ccc2n1.